No. 1
The following is a quantum chemistry calculation of a molecular structure, C31H23AlN3O2S at a distorted geometry, from the OMol25 dataset.

highest occupied orbital energy	-11.29	eV
gap between HOMO and LUMO	0.2894	Ha

```
! RIJCOSX wB97M-V def2-TZVPD def2/J DEFGRID3
* xyz 1 1
Al 0.70500 0.18666 1.52911
C -4.12089 -2.25835 -4.14399
C -3.22330 -2.16915 -2.96609
C -3.78818 -1.72333 -1.76599
C -3.04047 -1.61862 -0.58977
C -1.69904 -1.95174 -0.62301
C -1.05344 -2.41602 -1.79748
C -1.83707 -2.52217 -2.96435
S -0.73215 -1.99959 0.81891
O -1.15566 -0.81100 1.61156
O -0.74195 -3.32678 1.42255
N 0.74304 -1.45152 0.47541
C 1.97399 -1.98883 0.06440
C 2.31419 -3.19672 -0.54430
C 3.68297 -3.41922 -0.91492
C 4.64724 -2.43926 -0.75241
C 4.28458 -1.22332 -0.15268
C 5.29321 -0.21175 0.15092
C 4.97365 0.91908 0.83396
C 3.62559 1.02126 1.19322
N 2.66238 0.15068 0.96303
C 2.98273 -1.01350 0.25465
H -3.63576 -2.58437 -5.04056
H -4.67403 -1.36400 -4.33675
H -4.84519 -3.01839 -3.87494
H -4.83914 -1.47648 -1.71161
H -3.51749 -1.18554 0.26068
H -0.07501 -2.78416 -1.82188
H -1.31567 -2.82248 -3.89833
H 1.52599 -3.94264 -0.70775
H 3.87005 -4.43737 -1.12329
H 5.60580 -2.72296 -0.85375
H 6.35113 -0.39342 -0.18904
H 5.71538 1.66969 1.01361
H 3.24185 1.82712 1.80023
C 1.19337 2.03653 5.31838
C 0.35910 3.09957 5.07958
C -0.32375 3.25757 3.88874
C -0.12054 2.25975 2.96157
C 0.74749 1.16183 3.17424
C 1.43593 1.08951 4.34864
C -0.85059 2.35068 1.67210
C -1.95112 3.12426 1.40960
C -2.56338 3.23000 0.22347
C -1.98289 2.54469 -0.91713
C -2.60736 2.45442 -2.17660
C -2.00608 1.75400 -3.19607
C -0.86215 0.94871 -2.91528
C -0.33764 0.96453 -1.65434
C -0.87177 1.76103 -0.62886
N -0.27313 1.67360 0.64747
H 1.72168 1.94159 6.23712
H 0.20263 3.79001 5.95298
H -1.00646 4.05831 3.69149
H 2.08605 0.23784 4.53859
H -2.48210 3.54862 2.28120
H -3.50449 3.75491 0.20559
H -3.49548 3.06304 -2.36989
H -2.36910 1.84029 -4.17101
H -0.53410 0.45230 -3.82267
H 0.49157 0.30060 -1.39826
*
```



No. 2
The following is a quantum chemistry calculation of a molecular structure, C31H23BiN5S5Si, from the OMol25 dataset.

energy above the lowest of the compared OMol25 structures with the same formula, charge and spin	1.0	kJ/mol
highest occupied orbital energy	-5.02	eV
gap between HOMO and LUMO	0.2587	Ha

```
! RIJCOSX wB97M-V def2-TZVPD def2/J DEFGRID3
* xyz -1 1
Bi 1.33958 -0.91194 -0.71781
S 3.06495 0.75867 0.52929
C 3.15666 1.55069 -1.00127
S 2.49513 0.71397 -2.37947
C 3.71273 2.80360 -1.14433
C 3.78323 3.45110 -2.40847
N 3.85141 3.98287 -3.42807
C 4.17895 3.53052 -0.01511
N 4.55671 4.13315 0.89178
C 0.95606 0.43213 3.38528
C 0.96480 -1.05552 3.38297
N 1.16672 -1.79374 2.33716
C 1.11247 -3.13426 2.65380
C 0.87198 -3.40427 3.96470
S 0.69324 -1.94525 4.83723
C 1.28472 -4.14907 1.61007
C 0.77652 -5.41119 1.64959
S 1.21302 -6.25054 0.22841
C 2.05466 -4.85252 -0.32975
N 2.00561 -3.84660 0.48460
C 2.71605 -4.80951 -1.66376
H 0.86522 0.78239 2.36380
H 1.88587 0.82471 3.79922
H 0.11668 0.81503 3.96479
H 0.81949 -4.36586 4.44324
H 0.15062 -5.85489 2.40322
H 2.96776 -5.80844 -2.01860
H 3.62396 -4.21088 -1.59979
H 2.04931 -4.33399 -2.38589
S 0.13475 -2.18945 -3.01043
C -0.75110 -2.94140 -1.80377
N -1.30318 -3.44066 -0.91308
C -3.59099 0.06295 -4.23268
C -2.30145 0.53695 -4.43545
C -1.46950 0.75945 -3.35225
C -1.90753 0.53409 -2.04338
C -3.20322 0.05347 -1.86085
C -4.03801 -0.18370 -2.94529
Si -0.75144 0.83966 -0.59683
C -0.22886 2.64670 -0.61908
C -0.61256 3.51356 -1.64435
C -0.17498 4.82957 -1.67534
C 0.65847 5.31092 -0.67789
C 1.03782 4.47469 0.36155
C 0.59299 3.16272 0.38771
C -1.67671 0.46185 1.00217
C -1.91744 -0.86563 1.36768
C -2.58895 -1.17496 2.54088
C -3.03470 -0.15734 3.37368
C -2.81556 1.16653 3.02164
C -2.14412 1.47060 1.84552
H -4.23974 -0.12559 -5.07900
H -1.93927 0.71675 -5.43965
H -0.45569 1.10507 -3.52668
H -3.56862 -0.14683 -0.86110
H -5.03782 -0.56511 -2.78082
H -1.25218 3.15614 -2.44142
H -0.47329 5.47460 -2.49192
H 1.02003 6.33031 -0.71508
H 1.70541 4.83065 1.13569
H 0.92347 2.52618 1.19442
H -1.58108 -1.67784 0.72991
H -2.75979 -2.21126 2.80411
H -3.55328 -0.39621 4.29410
H -3.16603 1.96444 3.66515
H -1.96994 2.50775 1.58528
*
```



Q: Which formula does entry 1 have?
A: C31H23AlN3O2S